DFT (the ωB97M-V functional and the def2-TZVPD basis) results for a 15-piece molecular cluster, C49H68O45 overall at a distorted geometry.

The geometry in XYZ format:
```
162
Properties=species:S:1:pos:R:3:mulliken_charge:R:1
C -1.021 0.282 3.905 2.35
C -1.556 1.512 4.582 0.99
O -1.430 1.143 5.920 -0.45
C -1.231 -0.174 6.089 0.54
O -1.060 -0.782 7.079 -0.57
O -1.122 -0.750 4.860 -0.30
H 0.051 0.338 3.717 -0.91
H -1.556 0.023 2.992 -0.76
H -2.606 1.740 4.396 -0.24
H -1.035 2.449 4.388 -0.32
C -2.451 -4.996 0.406 -0.37
C -1.842 -3.739 -0.202 1.62
O -2.464 -2.701 0.523 0.35
C -2.645 -3.218 1.814 0.38
O -2.654 -2.621 2.895 -0.53
O -2.516 -4.527 1.730 -0.40
H -1.881 -5.921 0.485 0.37
H -3.343 -5.198 -0.186 0.01
H -1.827 -3.644 -1.288 -0.22
H -0.761 -3.845 -0.110 -1.11
C 2.130 -3.056 5.271 0.04
C 1.803 -2.110 4.057 0.29
O 1.986 -0.801 4.542 -0.07
C 2.745 -0.883 5.668 0.45
O 3.161 0.091 6.305 -0.65
O 2.788 -2.139 6.068 -0.42
H 2.821 -3.840 4.962 0.06
H 1.253 -3.493 5.748 0.31
H 0.733 -2.252 3.904 -0.14
H 2.414 -2.401 3.203 -0.16
C -5.312 -2.301 -1.205 0.02
C -4.384 -2.204 -2.363 0.72
O -4.084 -3.573 -2.553 -0.23
C -5.049 -4.358 -1.911 0.35
O -5.117 -5.590 -2.018 -0.63
O -5.846 -3.625 -1.262 -0.34
H -6.038 -1.492 -1.281 0.38
H -4.822 -2.009 -0.276 -0.16
H -3.522 -1.650 -1.990 -0.56
H -4.750 -1.747 -3.283 0.34
C 2.447 5.197 1.228 -0.39
C 3.668 4.674 1.838 -0.30
O 3.149 3.550 2.630 -0.39
C 1.875 3.294 2.214 0.64
O 1.141 2.462 2.747 -0.37
O 1.535 4.127 1.274 -0.05
H 2.679 5.423 0.187 0.21
H 2.151 6.039 1.853 0.28
H 4.154 5.369 2.522 0.33
H 4.409 4.382 1.094 0.15
C 5.174 0.169 3.558 -0.45
C 4.432 0.471 2.251 0.77
O 4.481 -0.822 1.578 -0.22
C 5.060 -1.778 2.372 0.45
O 5.040 -2.985 2.117 -0.55
O 5.575 -1.198 3.548 -0.37
H 4.524 0.460 4.382 0.18
H 6.079 0.765 3.435 0.41
H 5.086 1.107 1.656 0.38
H 3.401 0.817 2.326 -0.64
C -5.995 2.404 3.125 -0.56
C -6.238 2.768 1.664 -0.40
O -5.411 1.884 0.981 -0.23
C -4.487 1.360 1.824 -0.04
O -3.556 0.765 1.479 0.34
O -4.750 1.711 3.058 -0.40
H -6.767 1.706 3.448 0.36
H -5.847 3.324 3.691 0.30
H -5.887 3.764 1.395 0.19
H -7.308 2.617 1.523 0.40
C 1.417 1.662 -5.036 -0.06
C 0.389 2.679 -4.594 0.56
O 0.735 3.852 -5.317 -0.39
C 1.706 3.623 -6.136 0.56
O 2.287 4.497 -6.754 -0.61
O 2.156 2.341 -6.025 -0.42
H 0.763 0.846 -5.346 0.32
H 2.034 1.291 -4.218 0.11
H 0.423 2.736 -3.506 -0.31
H -0.595 2.310 -4.884 0.29
C -1.845 -3.219 -4.783 1.01
C -2.770 -2.220 -5.529 -0.08
O -2.259 -2.078 -6.843 -0.37
C -1.433 -3.074 -7.089 0.53
O -0.981 -3.369 -8.189 -0.59
O -1.152 -3.779 -5.913 -0.43
H -2.466 -3.971 -4.297 0.25
H -1.252 -2.672 -4.050 -0.49
H -2.731 -1.231 -5.072 0.04
H -3.828 -2.469 -5.598 0.12
C -3.966 1.640 -2.007 1.00
C -4.857 2.847 -2.284 0.22
O -5.858 2.411 -3.142 -0.40
C -5.557 1.153 -3.478 0.35
O -6.241 0.483 -4.256 -0.62
O -4.308 0.861 -3.073 -0.01
H -4.051 1.279 -0.982 -0.71
H -2.911 1.806 -2.227 -0.23
H -4.262 3.631 -2.752 0.22
H -5.402 3.120 -1.380 0.07
C 1.413 -3.738 -2.683 0.88
C 1.277 -5.180 -3.093 -0.08
O 2.496 -5.518 -3.676 -0.35
C 3.440 -4.610 -3.207 0.55
O 4.666 -4.779 -3.378 -0.61
O 2.796 -3.560 -2.593 -0.35
H 0.934 -3.457 -1.745 -0.72
H 1.154 -3.008 -3.449 0.13
H 0.578 -5.089 -3.925 0.26
H 0.926 -5.847 -2.306 0.29
C 4.081 6.645 -4.007 -1.32
C 4.587 5.186 -3.823 0.18
C 5.423 4.890 -2.577 -0.46
O 4.941 3.661 -2.107 -0.31
C 3.759 3.428 -2.647 0.40
O 3.039 2.514 -2.283 -0.36
O 3.497 4.306 -3.680 -0.08
H 5.002 7.220 -4.105 0.41
H 3.659 6.981 -3.059 0.29
H 3.436 6.866 -4.858 0.34
H 5.045 4.763 -4.716 0.33
H 5.116 5.682 -1.895 0.26
H 6.506 4.865 -2.705 0.34
C 0.767 -1.133 1.124 -0.61
C -0.066 -0.150 0.332 1.88
C 0.604 1.017 -0.426 0.28
O 0.003 0.965 -1.628 -0.08
C -0.715 -0.114 -1.740 -0.53
O -1.245 -0.529 -2.755 -0.17
O -0.672 -0.812 -0.667 0.65
H 1.431 -0.697 1.869 -0.45
H 1.429 -1.861 0.655 0.39
H 0.035 -1.698 1.701 0.28
H -0.865 0.278 0.938 -1.46
H 1.691 0.992 -0.503 0.29
H 0.374 1.893 0.180 -0.48
C 3.779 -7.175 3.598 -1.33
C 4.034 -6.211 2.402 0.45
C 3.882 -6.891 1.028 -0.46
O 2.826 -6.205 0.449 -0.38
C 2.324 -5.224 1.273 0.25
O 1.590 -4.316 0.990 -0.22
O 2.912 -5.354 2.429 -0.14
H 3.583 -6.503 4.434 0.27
H 4.670 -7.763 3.819 0.41
H 2.987 -7.904 3.423 0.38
H 5.032 -5.778 2.456 0.20
H 3.566 -7.921 1.194 0.24
H 4.680 -6.745 0.301 0.33
C -0.987 6.065 2.957 -1.48
C -1.982 4.918 2.654 0.49
C -3.324 5.307 2.083 -0.31
O -3.392 4.487 0.983 -0.35
C -2.238 3.897 0.635 0.13
O -2.062 3.206 -0.352 -0.28
O -1.338 4.182 1.634 0.15
H -0.780 6.581 2.019 0.34
H -0.085 5.692 3.442 0.28
H -1.566 6.784 3.536 0.47
H -2.280 4.263 3.472 0.00
H -3.311 6.374 1.858 0.29
H -4.019 5.117 2.901 0.26
```

Results
- spin multiplicity = 1
- orbital gap (eV) = 10.1183
- HOMO (eV) = -10.52